Record 1
45
Properties=species:S:1:pos:R:3:forces:R:3 method="wB97M-V/def2-TZVPD" spin_multiplicity=1 total_charge=0 e_above_lowest_kj_mol=159.61 smiles="COc1ccc(N2C(=O)C[C@@H](NNC(=O)c3cc(C)oc3C)C2=O)cc1" e_homo_ev=-8.26 molar_mass_g_mol=357.37
O 1.8510 -2.5210 1.5171 -0.0213 -0.0307 0.0754
O -4.3474 -1.3911 0.4133 0.1973 0.0257 0.2158
O -0.9730 3.0586 -0.6816 -0.0363 0.2126 -0.3416
O 1.4839 0.5193 2.1929 -0.1435 -0.0199 0.1995
O 1.2070 -0.3106 -2.4203 -0.0668 -0.0586 -0.1311
N 1.1526 -1.4305 -0.4024 -0.3556 -0.1486 0.0360
N 3.6655 0.0680 0.6932 0.1756 0.0859 0.3020
N 2.6605 0.9887 0.3518 0.1892 -0.0916 -0.0736
C -0.8302 1.9715 1.2444 -0.2519 0.3985 -0.4215
C -0.7931 -1.3139 1.0608 -0.0133 -0.0456 -0.0519
C -2.4718 -1.6151 -1.1318 -0.3607 0.0023 0.0411
C 0.2816 2.5822 -0.6005 0.6366 -0.4435 0.4748
C 1.5378 1.1015 1.1234 0.3203 0.0992 -0.3128
C -2.1591 -1.3031 1.2282 -0.2104 -0.0640 -0.1732
C -1.0985 -1.6345 -1.3014 0.2202 -0.0219 0.1417
C 3.2518 -1.1385 -1.3884 0.0179 0.0111 0.1626
C -1.6502 2.6835 0.4331 -0.0420 -0.5218 0.9675
C -5.2629 -1.5321 -0.6458 -0.1290 -0.0234 -0.1537
C 3.4291 -1.2709 0.1173 0.0376 0.0639 -0.0563
C -3.0749 3.0831 0.5627 0.2761 0.1213 -0.2603
C -0.2551 -1.4694 -0.2136 -0.3930 -0.0685 -0.0649
C 0.4350 1.8934 0.5818 -0.4283 0.4563 -0.4373
C 1.7617 -0.8849 -1.5179 0.4177 0.1126 -0.2350
C 1.1797 2.8833 -1.7481 -0.2411 -0.0468 0.0200
C -3.0167 -1.4413 0.1353 0.2186 0.0199 0.0689
C 2.0811 -1.8495 0.5522 0.4388 -0.2514 -0.0002
H -2.5928 -1.1800 2.2074 -0.0492 0.0176 0.1454
H 4.2619 -1.8996 0.4344 -0.1765 -0.0058 -0.0237
H 2.7642 1.4556 -0.5327 0.0369 0.0662 0.1362
H -3.5184 2.5729 1.4117 -0.0330 -0.0322 0.0453
H 2.1213 3.3180 -1.4149 0.0515 0.0648 0.0029
H 3.4926 -2.0728 -1.8979 -0.0382 -0.0106 -0.0174
H -3.1007 -1.7373 -1.9991 -0.0864 -0.0063 -0.0553
H -6.2504 -1.4586 -0.1932 0.0464 -0.0118 -0.0814
H -5.1452 -0.7359 -1.3880 0.0072 -0.0349 0.0133
H 3.8437 -0.3389 -1.8303 -0.0683 0.0072 -0.0109
H -0.1456 -1.1906 1.9130 0.0340 0.0153 0.0368
H -3.1618 4.1597 0.7083 -0.0802 0.0558 0.0230
H -1.0574 1.5357 2.1938 -0.1318 -0.0941 0.2132
H -5.1631 -2.5050 -1.1375 0.0087 0.0400 0.0055
H -0.6918 -1.7656 -2.2908 0.0194 0.0118 -0.0443
H 0.6781 3.5965 -2.3978 0.0715 0.0606 -0.0508
H 3.6451 -0.0068 1.7136 0.0063 0.1160 -0.2676
H -3.6212 2.8204 -0.3415 -0.1203 -0.0337 -0.0209
H 1.3745 1.9794 -2.3266 0.0493 0.0010 -0.0412



Record 2
47
Properties=species:S:1:pos:R:3:forces:R:3 method="wB97M-V/def2-TZVPD" spin_multiplicity=1 total_charge=0 e_above_lowest_kj_mol=407.98 smiles="CN1C(C(=O)Nc2ccccn2)=C(OC(=O)C(C)(C)C)c2sccc2S1(=O)=O" e_homo_ev=-8.38 molar_mass_g_mol=421.50
S 1.7298 -3.1107 1.0818 3.0533 -0.4821 0.9082
S -1.5737 -0.9693 2.8876 0.8566 -1.3978 0.8993
O -0.7239 -1.7758 -2.7960 -1.9116 -0.6545 -0.0451
O 2.9965 -2.4101 1.3008 -2.0719 0.4434 -0.5783
O -0.2109 1.4511 0.7886 -0.5529 -1.5898 -0.4506
O -1.4436 -0.2044 -0.1898 -0.2702 0.3125 0.8249
O 1.9491 -4.5242 1.3096 -1.5166 0.3310 -0.4303
N 2.5774 -0.1353 -1.2041 2.0787 -0.5648 1.2670
N 0.9278 -0.3658 -2.7164 -1.7928 -1.5260 1.2904
N 1.1507 -2.8886 -0.5132 -1.5446 1.0368 0.9743
C -2.4407 2.0689 0.2768 -1.3362 -0.9458 0.8556
C 1.5979 -3.8270 -1.6046 0.6731 -1.0282 1.9896
C 3.5797 1.9575 -0.6649 0.5469 3.5308 -0.6981
C -3.7343 1.2451 0.6915 0.0876 3.4726 1.5394
C 1.5752 1.7999 -2.0857 1.7046 1.6070 0.9786
C -1.2551 1.0336 0.3274 0.7226 4.0670 0.9261
C -0.7900 -2.0079 4.1028 0.7580 0.1175 0.1175
C 2.5753 2.5325 -1.4642 0.3726 1.7134 -0.5391
C 0.0581 -1.2358 -2.0601 0.6848 -1.9078 -3.1523
C -0.5428 -1.1379 0.2857 2.9416 -3.1550 -1.5755
C 1.6572 0.4098 -1.9040 1.3946 3.6993 -0.6165
C 3.5357 0.6470 -0.6356 0.2797 -4.3616 1.5361
C 0.4567 -2.4219 2.1811 0.7902 -0.0411 -0.0216
C 0.3512 -2.6146 3.6316 -0.3328 -0.4195 -1.0149
C 0.2443 -1.7961 -0.6993 -0.6630 1.4235 2.8606
C -2.5696 2.6634 -1.1120 1.0731 -1.5387 0.0618
C -2.3200 3.3258 1.2226 -0.9227 -2.5895 0.1502
C -0.4478 -1.5326 1.7052 -0.9962 0.8242 -1.8073
H 4.4615 2.5385 -0.2446 -1.4767 -0.7773 -0.5849
H -1.1662 -2.0953 5.1375 0.2433 0.3963 -0.8484
H 0.9332 -4.7055 -1.7879 0.0854 1.0093 0.3541
H -4.6117 1.9564 0.6835 0.8767 -0.4916 0.4771
H 1.1107 -3.2115 4.1799 -1.0222 0.4327 -0.2703
H -1.5927 2.7379 -1.5707 0.2151 -0.3009 -0.4728
H -2.9349 3.6377 -1.1293 -0.8981 1.6246 0.3125
H 4.3339 0.1007 -0.0939 -0.7065 0.0748 -0.3885
H -3.6351 0.7673 1.6766 0.0076 0.4764 -0.1060
H 0.4993 0.1334 -3.4684 -0.4841 -0.1628 -0.5010
H -3.0413 4.0572 0.9207 -1.0111 0.0113 -0.0867
H 2.6938 3.6076 -1.7467 -0.4411 -0.8628 0.5482
H 2.5707 -4.2598 -1.2395 -0.8898 0.5302 -0.4778
H -1.4352 3.8494 1.0683 2.0691 0.4334 0.2083
H -2.5240 3.0030 2.2474 0.4617 0.4454 0.0411
H 0.9656 2.4377 -2.7214 -0.5223 -0.9497 -0.1464
H -4.0621 0.5149 0.0628 -0.2072 -2.2040 -2.2450
H 1.7744 -3.2829 -2.5006 0.0585 0.5775 -0.6308
H -3.2502 2.0367 -1.6170 -0.4647 -0.6396 -1.4326



Record 3
48
Properties=species:S:1:pos:R:3:forces:R:3 method="wB97M-V/def2-TZVPD" spin_multiplicity=1 total_charge=-1 e_above_lowest_kj_mol=45.92 smiles="CCOC(=O)[C@@]1([C@@H]2C(=[N+]([O-])[O-])C=C(C#N)c3no[n+]([O-])c32)CCCCCCC1=O" e_homo_ev=-4.54 molar_mass_g_mol=403.37
O -2.5332 1.1539 -0.8343 0.1847 0.7724 0.0661
O 1.7827 -0.7317 -3.7186 1.0017 0.8865 1.7344
O 3.7090 -0.1930 -2.7554 -1.7410 -0.4184 -0.8157
O -1.3148 -1.5145 -2.2042 -0.0773 -0.1237 2.0096
O 1.3329 -2.6910 -1.1066 -0.1509 0.4478 0.2770
O -2.4867 -1.6212 -0.3173 0.0942 -0.2797 -0.2866
O -1.5963 3.2406 -0.3121 0.0068 -0.8558 -0.0639
N -0.2960 3.7822 -0.1912 0.3288 -2.6969 -1.6773
N 3.2324 4.9135 0.1052 -0.9965 -1.4039 -0.3015
N 2.4448 -0.1767 -2.8160 0.9412 -0.4392 -0.0753
N -1.5362 1.8622 -0.7722 3.6293 0.6416 0.0307
C -0.1866 1.6161 -0.9901 -3.0591 0.4725 0.1139
C 0.5106 2.7947 -0.6946 -0.8102 1.8741 1.9397
C 1.9500 2.8117 -0.7188 0.3346 -0.5461 -0.3722
C 0.1583 0.9042 2.6217 -0.1586 0.2214 0.0540
C 1.8181 0.5935 -1.7716 0.1045 -0.0928 0.3671
C -0.9293 -0.0997 2.2260 -0.3676 -0.1091 0.4729
C -0.0989 -0.9178 -0.1698 -0.2350 -1.6427 -1.7656
C 1.1890 -1.7416 -0.3752 0.1297 -0.8816 0.2121
C -3.5515 -2.0083 -1.2356 0.2937 0.2124 0.3426
C 2.6259 3.9695 -0.2237 1.1916 0.8287 -0.0985
C -4.7528 -2.3370 -0.4143 -0.2723 -0.1278 0.4784
C 2.5737 1.6776 -1.3060 -0.7159 0.7842 0.2332
C 2.3428 -1.2452 0.5396 0.1352 0.1236 -0.1419
C -0.4369 -1.2110 1.3252 -0.2728 0.2776 0.3753
C 0.4100 0.3226 -1.3561 -1.3991 0.3660 -1.1483
C -1.3361 -1.3933 -0.9717 0.5303 -0.3815 -2.6187
C 2.0715 0.1278 1.1487 0.4343 0.1077 0.1800
C 1.5707 0.2970 2.5673 -0.3441 0.4929 0.6952
H -1.2878 -0.6244 3.1331 0.0286 0.3455 -0.2134
H -4.9795 -1.5534 0.3015 0.0261 0.2083 0.0744
H 0.3790 -1.7424 1.8444 -0.0777 0.4140 -0.4514
H -4.6120 -3.2602 0.1367 0.0232 -0.1910 0.1556
H -1.8066 0.3900 1.7716 0.2800 -0.0899 0.1749
H 1.3098 0.5912 0.5679 0.0574 0.4389 -0.3028
H -5.6230 -2.4560 -1.0480 -0.1684 -0.0688 -0.2346
H 0.0956 1.7847 1.9616 0.2637 -0.2224 0.0740
H -0.1232 -0.1535 -2.2328 0.7313 0.5801 0.9955
H -1.2404 -1.9677 1.3017 0.4390 0.3792 -0.1574
H 1.6008 -0.6312 3.1272 0.0361 -0.2626 0.2873
H 2.9470 0.7564 1.0453 0.2419 -0.0280 -0.1411
H 3.6528 1.6140 -1.4621 -0.4074 0.4028 -0.0504
H 2.5464 -1.9827 1.3284 -0.1924 -0.0954 -0.2394
H -3.7669 -1.1721 -1.9073 0.3257 -0.1904 -0.0101
H 2.2222 1.0033 3.0759 0.1849 -0.0458 0.2148
H -3.1929 -2.8816 -1.7808 -0.1292 0.2325 -0.2512
H 3.2605 -1.1997 -0.0701 -0.4505 -0.1643 0.0311
H -0.0489 1.3000 3.6273 0.0474 -0.1529 -0.1726



Record 4
41
Properties=species:S:1:pos:R:3:forces:R:3 method="wB97M-V/def2-TZVPD" spin_multiplicity=1 total_charge=0 e_above_lowest_kj_mol=135.66 smiles="O=C(NC[C@@H]1CCCO1)c1cccc(Oc2ccccc2)c1" e_homo_ev=-8.60 molar_mass_g_mol=297.35
O 0.1545 2.1799 2.6263 -0.1434 0.1527 0.1516
O 3.5767 4.4277 0.5319 -0.0421 -0.1199 0.1607
O -1.4301 -2.4383 -0.6988 0.1421 -0.0464 -0.1099
N 1.3459 1.5064 0.8268 0.1969 -0.0603 -0.3645
C -3.0960 -5.4813 -1.7641 -0.0374 -0.0291 0.0349
C -2.3484 -4.3192 -1.7840 0.1238 0.3214 0.1146
C -0.8760 0.6472 1.1292 -0.4259 -0.1386 0.0669
C -0.6526 -0.5366 0.4391 -0.1279 -0.1646 -0.0726
C 2.6140 3.4957 0.0639 -0.3918 -0.3725 0.0902
C 2.4874 2.3467 1.0839 0.1711 0.4845 0.0960
C -2.1793 1.0359 1.4240 0.1516 0.0912 0.0412
C 4.6115 3.2221 -1.2118 -0.0599 0.1302 0.1924
C 3.1015 3.0158 -1.3113 0.0046 0.2300 0.1417
C 4.6832 4.4810 -0.3509 0.2791 0.1166 -0.2550
C -3.0298 -0.9053 0.2943 0.1149 -0.2355 -0.1913
C -2.2413 -3.5446 -0.6338 -0.2272 -0.4270 -0.0032
C -3.2454 0.2664 0.9973 0.0835 0.0277 0.0163
C -3.6231 -5.1108 0.5425 -0.0259 -0.0358 -0.0327
C 0.2385 1.5196 1.6113 0.1213 -0.1110 -0.1165
C -3.7408 -5.8775 -0.6042 -0.0711 -0.1175 0.0013
C -1.7275 -1.3186 0.0295 -0.1259 0.4673 0.1762
C -2.8740 -3.9484 0.5367 0.2143 0.2131 -0.0007
H -2.3339 1.9445 1.9844 -0.0052 0.0750 0.0617
H -4.1126 -5.4203 1.4539 -0.0343 -0.0223 0.0747
H 3.4019 1.7453 1.0801 0.0134 0.0620 0.0374
H -3.1778 -6.0778 -2.6604 0.0006 -0.0421 -0.0741
H 5.0793 2.3830 -0.6959 0.0510 -0.0162 -0.0138
H 5.0901 3.3534 -2.1791 0.0487 -0.0395 -0.0261
H 1.6422 4.0032 0.0012 0.1047 -0.0991 -0.0036
H 1.3092 1.0246 -0.0570 -0.1210 0.0065 0.1087
H 2.3498 2.7802 2.0768 0.0970 -0.0931 -0.1155
H 0.3440 -0.8959 0.2310 0.1090 -0.0457 -0.0129
H 2.8283 1.9816 -1.5111 -0.0610 -0.0541 -0.0748
H 4.6047 5.3818 -0.9763 0.0570 -0.0783 0.0578
H -1.8381 -3.9970 -2.6784 0.0546 0.0495 -0.0903
H -4.2567 0.5787 1.2099 -0.0817 0.0330 0.0076
H -3.8629 -1.5007 -0.0497 -0.0394 -0.0279 -0.0050
H -2.7699 -3.3587 1.4360 -0.0032 0.0236 0.0455
H -4.3282 -6.7830 -0.5922 -0.0475 -0.0767 0.0002
H 2.6866 3.6456 -2.0989 -0.0269 -0.0502 -0.0362
H 5.5946 4.5476 0.2475 -0.0403 0.0195 -0.0788



Record 5
38
Properties=species:S:1:pos:R:3:forces:R:3 method="wB97M-V/def2-TZVPD" spin_multiplicity=1 total_charge=0 smiles=C[C@@H]1[C@@H](C)c2ccccc2[C@@]1(C)c1ccccc1 e_homo_ev=-8.36 molar_mass_g_mol=236.36
C -1.7039 -1.6877 0.4010 0.7396 1.8816 -0.5379
C -1.0302 3.2682 -0.1316 -0.2147 0.5185 1.3959
C 1.5246 -0.1284 3.0723 -0.2024 2.1099 1.7397
C 1.5544 -1.1727 -1.1527 1.6236 0.2230 -0.1735
C 1.7301 -0.8622 0.3030 -0.6982 -0.1228 1.0539
C -0.4969 -1.9605 -2.2793 1.1111 0.2368 -0.0764
C 0.5081 -0.5430 0.8842 0.3486 1.4155 2.5209
C -0.5150 1.9904 -0.1101 -3.4662 -0.7644 0.5715
C -3.2330 2.4303 0.3446 1.1728 1.0776 0.3270
C 2.7194 -0.5428 2.5461 0.3993 -1.2810 -1.3417
C 0.1026 -0.8345 -1.4302 -2.3764 0.6695 -0.7734
C -0.6876 -0.5667 -0.0256 0.1733 0.1817 0.4738
C -1.3499 0.8498 0.1532 1.1357 0.8952 -1.7331
C -2.4023 3.5476 0.1480 0.7094 -1.1365 -0.3817
C -2.6730 1.1568 0.4170 -1.2361 -1.9021 -0.3062
C 2.5572 -0.4291 -2.1590 -4.6853 2.3405 1.6116
C 2.8038 -0.9781 1.1764 1.6534 0.1500 2.5715
C 0.4563 -0.0481 2.2518 -0.2525 -1.7658 -3.1616
H -2.6458 -1.4752 -0.0561 -0.6235 -0.2812 -0.6705
H -4.2910 2.5062 0.5294 -0.1496 0.2892 0.0640
H 1.3683 0.3789 4.0870 0.7598 -1.1494 -1.3153
H -0.0160 0.1029 -2.0774 0.3995 -1.0266 1.0596
H 2.2783 -0.6779 -3.1430 -0.5885 -0.2678 -1.3655
H -0.4165 0.3942 2.6128 -1.5524 0.4192 0.3929
H 3.7781 -1.4850 1.0351 -0.6420 0.5968 -0.9799
H 2.4549 0.7341 -2.0676 0.1801 -2.1398 0.0515
H -1.3674 -2.6637 0.2043 0.4885 -1.2146 -0.6213
H -1.9037 -1.6671 1.4432 0.0683 0.3516 1.1743
H 3.5576 -0.6207 3.2265 0.2967 -0.1237 -0.3649
H 0.5009 1.8923 -0.1563 2.5314 -0.4688 -0.4171
H -1.5314 -1.9898 -2.3337 -2.2228 0.8065 -0.4484
H -2.7410 4.5790 0.2446 -0.0765 -0.3513 -0.2079
H -3.4117 0.3390 0.6270 0.8892 0.7039 -0.2176
H -0.0665 -1.9170 -3.2678 -0.0304 0.1064 -0.5103
H 3.5111 -0.7020 -2.0749 3.9211 -1.0452 0.8330
H -0.2436 4.0308 -0.0819 -0.7156 0.2112 -0.4999
H 1.6599 -2.2788 -1.1922 0.2350 0.5494 -0.5979
H -0.3392 -2.9696 -1.9679 0.8968 -0.6928 0.8609